Molecular formula: C64H56N2OP3ReSi
Method: DFT, the ωB97M-V functional and the def2-TZVPD basis

Calculated values
Spin multiplicity: 2
Lowest unoccupied orbital energy (alpha / beta): -0.363 / -0.352 Eh
Max |F|: 1.30 eV Å⁻¹
Expectation value of S²: 1.0552
Total charge: +3
HOMO energy (alpha / beta): -15.491 / -15.491 eV
Calculated total energy: -4048.2284 hartree

```
128
Properties=species:S:1:pos:R:3:forces:R:3:lowdin_charge:R:1
Re -0.00843 -0.49919 0.23068 -0.53 -0.70 0.96 0.913
C 0.01963 -6.28461 -1.80457 -0.05 -0.06 -0.12 -0.028
C -0.57178 -5.61588 -2.87322 0.01 -0.08 0.01 -0.030
C -0.63622 -4.23133 -2.88545 0.05 -0.08 0.02 -0.092
C -0.07878 -3.50991 -1.82548 0.00 0.04 0.36 -0.341
C 0.51153 -4.18549 -0.75295 -0.01 -0.03 -0.21 -0.120
C 0.55567 -5.57096 -0.74231 -0.02 0.03 0.08 -0.043
P -0.05898 -1.70889 -1.91219 -0.03 0.72 -0.52 1.000
C -1.60546 -1.19015 -2.71543 -0.07 -0.01 0.10 -0.342
C -2.75713 -1.98102 -2.66218 -0.03 0.04 -0.03 -0.105
C -3.88518 -1.60281 -3.37488 -0.02 0.02 0.04 -0.056
C -3.88816 -0.41673 -4.10414 -0.09 -0.02 0.03 -0.046
C -2.76733 0.40016 -4.11317 0.15 0.01 0.01 -0.042
C -1.62163 0.01215 -3.42718 -0.05 0.00 -0.09 -0.068
C 1.21354 -1.18413 -3.07906 0.13 -0.32 -0.08 -0.385
C 1.54251 -1.92214 -4.21475 0.01 -0.04 -0.08 -0.039
C 2.46769 -1.41595 -5.11788 -0.05 -0.11 -0.05 -0.027
C 3.07276 -0.18608 -4.88633 0.01 0.11 0.10 -0.026
C 2.75843 0.53351 -3.73983 0.08 -0.02 -0.07 -0.060
C 1.82262 0.03706 -2.82564 0.24 0.30 -0.22 -0.313
Si 1.44592 0.93151 -1.25231 -0.18 -0.40 0.39 0.585
C 3.06093 1.21963 -0.37197 0.13 0.10 -0.10 -0.310
C 3.99179 2.18598 -0.75761 0.02 0.05 -0.04 -0.064
C 5.19443 2.31279 -0.07314 0.00 0.05 -0.05 -0.025
C 5.49091 1.46812 0.99348 0.02 -0.01 0.06 -0.025
C 4.58054 0.49799 1.38649 0.07 -0.03 0.03 -0.053
C 3.36819 0.39241 0.70934 0.12 -0.09 0.11 -0.391
P 2.16227 -0.86761 1.14936 0.21 0.25 -0.56 0.940
C 2.97320 -2.43263 0.76642 0.05 0.00 0.09 -0.365
C 3.32041 -3.36977 1.73884 0.00 -0.06 -0.05 -0.066
C 4.02541 -4.51140 1.36784 -0.05 0.00 0.07 -0.041
C 4.38429 -4.71157 0.04201 0.03 -0.05 -0.01 -0.036
C 4.04774 -3.77041 -0.92662 -0.01 0.05 -0.05 -0.041
C 3.34377 -2.63409 -0.56756 0.08 0.02 0.03 -0.097
C 1.70818 -0.82911 2.88736 -0.27 -0.05 0.02 -0.362
C 0.86654 -1.85302 3.35949 -0.03 0.14 0.02 -0.122
C 0.39313 -1.82002 4.66296 0.00 0.03 0.00 -0.048
C 0.73805 -0.75744 5.49357 -0.01 -0.02 -0.01 -0.036
C 1.55481 0.26782 5.02434 0.00 0.04 0.02 -0.033
C 2.03869 0.23980 3.72418 0.05 -0.05 0.07 -0.072
C 0.36248 2.41807 -1.49201 0.12 0.17 -0.39 -0.295
C 0.41325 3.19483 -2.65616 -0.02 0.03 -0.03 -0.066
C -0.33199 4.36399 -2.75494 0.06 -0.10 0.00 -0.028
C -1.10702 4.78610 -1.67812 -0.04 0.04 0.00 -0.026
C -1.15887 4.03248 -0.51440 -0.02 0.08 0.00 -0.060
C -0.45606 2.83068 -0.43848 -0.19 0.14 0.10 -0.352
P -0.35964 1.84474 1.07518 0.60 0.47 -0.62 1.027
C 0.62718 2.92954 2.17898 0.00 -0.23 0.11 -0.302
C 2.00702 3.08555 2.05530 -0.11 0.26 0.00 -0.096
C 2.67296 4.05454 2.79004 0.04 -0.01 0.00 -0.042
C 1.96878 4.88698 3.65025 0.02 0.05 0.06 -0.037
C 0.59465 4.74172 3.77592 -0.04 0.00 0.02 -0.039
C -0.07836 3.76458 3.05270 0.06 -0.02 0.06 -0.064
C -1.89725 1.72344 1.97071 -0.04 -0.29 0.14 -0.423
C -1.79475 1.03665 3.18866 -0.02 0.01 0.04 -0.099
C -2.88243 0.98801 4.04552 0.07 -0.08 0.02 -0.027
C -4.06594 1.62394 3.68947 -0.12 -0.05 -0.04 -0.030
C -4.17450 2.27714 2.46638 -0.19 0.01 0.03 -0.043
C -3.09747 2.31831 1.59457 0.00 0.08 -0.03 -0.101
H 0.06046 -7.36874 -1.80351 -0.01 0.11 -0.01 0.126
H -0.99098 -6.17572 -3.70046 0.02 0.01 0.05 0.125
H -1.12541 -3.72119 -3.70723 0.09 -0.06 0.01 0.115
H 0.97249 -3.63556 0.05812 0.00 -0.06 -0.05 0.061
H 1.01219 -6.09254 0.09070 -0.01 0.04 -0.05 0.120
H -2.75653 -2.91982 -2.11899 -0.04 0.08 0.02 0.107
H -4.75438 -2.25022 -3.38534 0.03 0.06 0.02 0.121
H -4.76277 -0.13699 -4.68063 0.05 -0.03 0.05 0.122
H -2.76589 1.31767 -4.69221 0.00 -0.08 0.09 0.121
H -0.72948 0.62651 -3.48946 -0.09 -0.03 -0.01 0.091
H 1.09730 -2.89003 -4.40392 -0.04 0.00 0.01 0.108
H 2.72011 -1.98832 -6.00596 -0.03 0.08 0.14 0.127
H 3.80149 0.20245 -5.58887 -0.06 -0.03 0.05 0.126
H 3.26809 1.47740 -3.54830 -0.09 -0.17 -0.06 0.108
H 3.77459 2.86213 -1.58345 0.05 -0.09 0.14 0.118
H 5.90848 3.07240 -0.37316 -0.06 -0.07 0.03 0.127
H 6.43602 1.56310 1.51648 -0.08 0.01 -0.04 0.127
H 4.81623 -0.16676 2.21320 0.00 0.05 -0.07 0.128
H 3.06408 -3.21394 2.77969 0.03 -0.01 -0.03 0.107
H 4.30406 -5.23847 2.12310 -0.02 0.08 -0.07 0.123
H 4.94248 -5.59926 -0.23739 -0.06 0.09 0.03 0.125
H 4.34434 -3.91988 -1.95914 -0.03 0.01 0.09 0.123
H 3.09611 -1.89313 -1.32093 0.05 -0.03 0.00 0.094
H 0.60943 -2.68905 2.71625 0.06 -0.02 0.06 0.091
H -0.23123 -2.62375 5.03639 0.04 0.06 -0.03 0.123
H 0.37590 -0.73389 6.51560 0.03 0.00 -0.08 0.126
H 1.82102 1.09335 5.67637 -0.01 -0.10 -0.05 0.128
H 2.68300 1.03532 3.37242 -0.04 -0.07 0.03 0.094
H 1.04216 2.88615 -3.49263 -0.15 0.07 0.17 0.111
H -0.29233 4.95860 -3.66095 0.00 -0.04 0.08 0.125
H -1.66596 5.71434 -1.74218 0.08 -0.10 0.01 0.127
H -1.71921 4.40418 0.33529 -0.01 -0.02 -0.05 0.113
H 2.56639 2.47113 1.37753 0.03 0.06 0.01 0.057
H 3.74734 4.16487 2.68272 -0.11 -0.01 0.00 0.119
H 2.49000 5.64914 4.22039 -0.06 -0.08 -0.07 0.124
H 0.03593 5.39059 4.44156 0.05 -0.07 -0.06 0.123
H -1.14750 3.66574 3.18263 0.04 0.04 -0.01 0.107
H -0.84814 0.57868 3.48366 -0.14 0.08 -0.02 0.087
H -2.80616 0.47059 4.99632 -0.02 0.04 -0.11 0.124
H -4.91469 1.59675 4.36172 0.05 0.00 -0.04 0.125
H -5.10532 2.76457 2.19260 0.10 -0.07 0.05 0.116
H -3.19413 2.82527 0.64217 0.01 -0.01 0.04 0.103
C -7.94438 1.18382 2.22002 0.07 -0.01 -0.14 -0.060
C -7.89419 -0.12293 1.43404 0.23 0.23 0.01 -0.161
N -6.55661 -0.45945 0.88770 -0.16 0.08 -0.15 -0.035
C -6.35280 -0.29738 -0.55107 -0.13 0.19 0.15 -0.191
C -6.35322 1.16876 -0.96358 0.00 0.05 -0.06 -0.054
C -5.64343 -0.93967 1.73779 -0.05 -0.03 0.22 -0.431
O -5.81441 -1.03068 2.94753 0.06 -0.01 -0.23 0.080
C -4.31406 -1.51680 1.25784 -0.06 -0.04 0.14 -0.066
C -4.08069 -2.82867 1.67130 -0.06 -0.05 0.16 0.059
C -2.82023 -3.38492 1.54384 -0.07 -0.13 0.02 0.007
C -1.81516 -2.58844 1.04858 0.01 0.26 -0.25 -0.152
N -2.01872 -1.32143 0.62328 0.01 -0.15 0.25 -0.084
C -3.26636 -0.80365 0.70456 0.18 -0.21 -0.12 -0.054
H -8.97625 1.39201 2.51052 0.09 -0.02 -0.02 0.090
H -7.58702 2.02549 1.61717 -0.07 -0.10 0.07 0.065
H -7.34546 1.10805 3.12520 0.02 0.01 0.02 0.064
H -8.57035 -0.07015 0.58362 -0.01 -0.06 -0.08 0.124
H -8.21124 -0.94722 2.06747 0.01 -0.08 0.05 0.129
H -7.14850 -0.83021 -1.07593 0.02 -0.05 0.01 0.131
H -5.41295 -0.76239 -0.82790 0.13 -0.14 -0.05 0.088
H -7.32654 1.63055 -0.78227 0.11 -0.02 0.01 0.082
H -6.13950 1.26432 -2.03071 -0.01 -0.02 0.06 0.076
H -5.59704 1.73059 -0.40409 -0.06 -0.04 -0.06 0.063
H -4.88571 -3.39037 2.13725 0.08 0.09 -0.08 0.150
H -2.61252 -4.40427 1.85006 -0.02 0.13 -0.03 0.133
H -0.80463 -2.98725 0.95562 -0.13 0.11 0.05 0.069
H -3.39933 0.20219 0.33574 0.04 0.00 0.02 0.116
```
Positions in Å, forces in eV/Å.